(1)
ORCA calculation (ωB97M-V with the def2-TZVPD basis set) on an isolated molecule of C4H6N2 in a non-equilibrium geometry.

## Properties
Highest occupied orbital energy (spin up / spin down) in eV: -7.747 / -7.534
Kohn-Sham gap (spin up / spin down) in eV: 7.89 / 7.26
Energy above the lowest of the compared OMol25 structures with the same formula, charge and spin in kJ/mol: 302.8
Charge: 0

Last column: Löwdin charge in e.
Geometry (Å):
C -1.239 -0.919 -0.685  -0.0565
C -0.230 -0.289 0.214  -0.3508
C 1.267 1.410 -0.030  0.0336
N 0.009 1.064 0.183  -0.0484
C 0.614 -1.050 1.054  -0.2484
N 1.215 -1.682 1.828  0.1157
H -0.863 -0.977 -1.718  0.0797
H -2.180 -0.355 -0.710  0.0780
H -1.446 -1.943 -0.364  0.0805
H 1.741 2.230 0.493  0.0735
H 1.824 0.765 -0.693  0.0823
H -0.711 1.745 0.428  0.1609


(2)
ORCA calculation (ωB97M-V with the def2-TZVPD basis set) on a structure of composition C4H6N2 in a non-equilibrium geometry.

## Properties
Highest occupied orbital energy in eV: -8.759
Kohn-Sham gap in eV: 9.82
Energy above the lowest of the compared OMol25 structures with the same formula, charge and spin in kJ/mol: 373.1
Charge: 0

Last column: Löwdin charge in e.
Geometry (Å):
C 1.356 -0.146 0.609  -0.1201
C 0.805 0.713 -0.424  -0.1673
C -1.290 -0.024 0.224  -0.3127
C 0.450 -0.791 -0.346  -0.3698
H 1.012 0.350 1.612  0.1584
H 2.363 -0.154 0.463  0.0719
H 1.165 1.181 -1.457  0.1736
H -0.646 1.933 0.418  0.0826
H -2.507 0.008 0.397  0.1684
H 1.103 -1.632 -0.731  0.1563
N -0.665 1.120 -0.081  0.0656
N -0.822 -1.148 -0.074  0.0931


(3)
ORCA calculation (ωB97M-V with the def2-TZVPD basis set) on a cluster of 2 separate species, C4H6N2 in total in a non-equilibrium geometry.

## Properties
Highest occupied orbital energy in eV: -7.785
Kohn-Sham gap in eV: 8.91
Energy above the lowest of the compared OMol25 structures with the same formula, charge and spin in kJ/mol: 523.9
Charge: 0

Last column: Löwdin charge in e.
Geometry (Å):
C 0.955 0.194 -0.373  -0.3968
C -1.964 0.527 -0.128  -0.1298
C 0.063 1.195 0.024  -0.1177
C 1.743 -1.016 -0.043  -0.0403
N 0.835 1.110 -1.267  0.1585
N -2.293 -0.351 0.616  0.0463
H -2.452 1.290 -0.755  0.0708
H 0.253 1.768 0.877  0.0608
H 2.841 -0.646 0.016  0.1075
H 1.721 -1.886 -0.722  0.0736
H 1.524 -1.444 1.027  0.1081
H -3.226 -0.743 0.727  0.0590


(4)
ORCA calculation (ωB97M-V with the def2-TZVPD basis set) on an isolated molecule of C4H6N2 in a non-equilibrium geometry.

## Properties
Highest occupied orbital energy in eV: -9.782
Kohn-Sham gap in eV: 10.68
Energy above the lowest of the compared OMol25 structures with the same formula, charge and spin in kJ/mol: 268.7
Charge: 0
Structure (SMILES): N#CCN1CC1

Last column: Löwdin charge in e.
Geometry (Å):
N -0.704 -0.512 3.056  0.1447
C -0.281 -0.085 2.080  -0.1985
C 0.426 0.500 0.915  -0.2126
N 0.403 -0.510 -0.109  -0.1798
C 0.460 0.040 -1.486  -0.1027
C -0.793 -0.541 -0.938  -0.1255
H -0.238 1.376 0.477  0.1469
H 1.397 0.931 1.055  0.1131
H 1.193 -0.553 -1.996  0.0994
H 0.730 1.085 -1.431  0.0959
H -1.696 -0.115 -0.528  0.1079
H -0.897 -1.618 -1.094  0.1110


(5)
ORCA calculation (ωB97M-V with the def2-TZVPD basis set) on an isolated molecule of C4H6N2 in a non-equilibrium geometry.

## Properties
Highest occupied orbital energy in eV: -8.050
Kohn-Sham gap in eV: 9.18
Energy above the lowest of the compared OMol25 structures with the same formula, charge and spin in kJ/mol: 86.5
Charge: 0
Structure (SMILES): Nc1cc[nH]c1

Last column: Löwdin charge in e.
Geometry (Å):
N 1.255 1.052 1.214  0.0482
C 0.296 0.403 0.389  -0.3626
C -1.024 0.626 -0.118  -0.0472
C -1.304 -0.450 -0.930  -0.1437
N -0.234 -1.321 -0.916  0.0161
C 0.739 -0.773 -0.112  -0.1036
H 1.175 0.830 2.194  0.0717
H 1.442 2.013 0.991  0.0669
H -1.681 1.465 0.072  0.0909
H -2.189 -0.660 -1.522  0.1054
H -0.211 -2.165 -1.469  0.1434
H 1.736 -1.021 0.207  0.1148


(6)
ORCA calculation (ωB97M-V with the def2-TZVPD basis set) on a cluster of 2 separate species, C4H6N2 in total in a non-equilibrium geometry.

## Properties
Highest occupied orbital energy in eV: -10.122
Kohn-Sham gap in eV: 10.69
Energy above the lowest of the compared OMol25 structures with the same formula, charge and spin in kJ/mol: 207.0
Charge: 0
Structure (SMILES): C=CC#N.C=N

Last column: Löwdin charge in e.
Geometry (Å):
C 0.228 -1.507 -0.602  0.0149
C 0.979 -0.594 -1.216  -0.1839
C 0.364 0.385 -2.066  -0.2572
N -0.157 1.120 -2.795  0.1381
H -0.855 -1.475 -0.656  0.0749
H 0.675 -2.312 -0.032  0.0676
H 2.062 -0.575 -1.139  0.0997
C -0.775 1.238 1.421  -0.1350
N -0.647 0.078 1.916  0.0189
H -1.248 1.347 0.442  0.0550
H -0.439 2.167 1.899  0.0659
H -0.187 0.128 2.828  0.0411


(7)
ORCA calculation (ωB97M-V with the def2-TZVPD basis set) on a cluster of 2 separate species, C4H6N2 in total.

## Properties
Highest occupied orbital energy in eV: -9.170
Kohn-Sham gap in eV: 10.13
Energy above the lowest of the compared OMol25 structures with the same formula, charge and spin in kJ/mol: 497.5
Charge: 0

Last column: Löwdin charge in e.
Geometry (Å):
C -2.660 -0.856 0.002  -0.1267
C -1.198 -0.899 0.015  -0.2062
C 0.005 -0.965 0.028  0.0762
N 2.989 0.087 -0.001  0.0451
N 2.424 1.190 0.120  -0.2289
C 1.936 2.224 0.427  0.0970
H -3.028 0.106 -0.369  0.0741
H -3.060 -1.644 -0.643  0.0762
H -3.060 -1.007 1.010  0.0761
H 1.077 -1.008 0.053  -0.0155
H 3.543 0.093 -0.860  0.0739
H 0.999 2.714 0.232  0.0588


(8)
ORCA calculation (ωB97M-V with the def2-TZVPD basis set) on an isolated molecule of C4H6N2.

## Properties
Highest occupied orbital energy in eV: -8.344
Kohn-Sham gap in eV: 8.58
Energy above the lowest of the compared OMol25 structures with the same formula, charge and spin in kJ/mol: 520.9
Charge: 0

Last column: Löwdin charge in e.
Geometry (Å):
C -0.556 -0.920 1.146  -0.0450
C 0.448 -0.173 0.296  -0.4370
N 0.382 -0.328 -1.133  0.0082
C 0.292 1.092 -1.374  -0.1325
C -0.431 2.002 -0.497  -0.0720
N 0.248 1.326 0.425  0.0628
H -1.578 -0.692 0.824  0.0845
H -0.386 -1.999 1.067  0.0821
H -0.452 -0.628 2.195  0.0839
H 1.471 -0.372 0.626  0.1396
H -0.439 -0.819 -1.483  0.1182
H 1.001 1.511 -2.093  0.1073


(9)
ORCA calculation (ωB97M-V with the def2-TZVPD basis set) on an isolated molecule of C4H6N2.

## Properties
Highest occupied orbital energy in eV: -8.967
Kohn-Sham gap in eV: 9.89
Energy above the lowest of the compared OMol25 structures with the same formula, charge and spin in kJ/mol: 63.8
Charge: 0
Structure (SMILES): Cn1ccnc1

Last column: Löwdin charge in e.
Geometry (Å):
C 0.339 -0.306 -1.527  -0.0469
N 0.367 -0.351 -0.074  -0.1513
C 0.530 0.853 0.590  -0.1069
C -0.369 0.854 1.606  -0.1514
N -1.076 -0.335 1.631  0.0590
C -0.623 -1.009 0.614  -0.2029
H -0.541 0.278 -1.826  0.0967
H 1.231 0.200 -1.901  0.0868
H 0.273 -1.306 -1.957  0.0872
H 1.270 1.570 0.260  0.1131
H -0.584 1.655 2.297  0.0926
H -0.945 -2.004 0.325  0.1240


(10)
ORCA calculation (ωB97M-V with the def2-TZVPD basis set) on a cluster of 3 separate species, C4H6N2 in total.

## Properties
Highest occupied orbital energy in eV: -8.138
Kohn-Sham gap in eV: 7.66
Energy above the lowest of the compared OMol25 structures with the same formula, charge and spin in kJ/mol: 997.5
Charge: 0

Last column: Löwdin charge in e.
Geometry (Å):
N -0.998 0.503 -1.315  0.0564
C -0.830 -0.607 -0.564  -0.1572
C 0.368 0.185 -1.035  -0.2312
C 0.954 0.358 0.381  -0.2324
N 0.181 0.868 1.464  0.0568
C -0.175 -0.377 1.083  -0.1613
H -1.571 1.307 -1.082  0.1274
H -0.430 -2.144 0.002  0.0853
H 1.011 -0.047 -1.878  0.1237
H 2.015 0.199 0.552  0.1250
H -0.414 1.681 1.576  0.1285
H -0.103 -2.004 0.831  0.0789


(11)
ORCA calculation (ωB97M-V with the def2-TZVPD basis set) on an isolated molecule of C4H6N2.

## Properties
Highest occupied orbital energy in eV: -7.471
Kohn-Sham gap in eV: 8.18
Energy above the lowest of the compared OMol25 structures with the same formula, charge and spin in kJ/mol: 320.8
Charge: 0
Structure (SMILES): CC1=C=CNN1

Last column: Löwdin charge in e.
Geometry (Å):
C 1.190 0.402 1.396  -0.0525
C 0.124 0.244 0.356  -0.3665
C -1.057 0.999 0.183  -0.0668
C -1.568 0.357 -0.937  -0.1669
N -0.763 -0.642 -1.450  -0.0071
N 0.253 -0.769 -0.548  0.0322
H 1.124 -0.396 2.146  0.0806
H 2.200 0.381 0.970  0.0751
H 1.034 1.357 1.900  0.0746
H -2.495 0.524 -1.480  0.0899
H -1.149 -1.510 -1.801  0.1467
H 1.109 -1.215 -0.851  0.1605


(12)
ORCA calculation (ωB97M-V with the def2-TZVPD basis set) on an isolated molecule of C4H6N2.

## Properties
Highest occupied orbital energy in eV: -7.796
Kohn-Sham gap in eV: 8.37
Energy above the lowest of the compared OMol25 structures with the same formula, charge and spin in kJ/mol: 503.1
Charge: 0

Last column: Löwdin charge in e.
Geometry (Å):
N 1.599 -0.441 0.415  0.1012
C 0.285 -0.251 -0.095  -0.5326
C 0.016 0.195 -1.519  -0.1569
C -0.224 1.237 -0.497  -0.0313
C -0.795 -0.453 0.707  -0.0821
N -1.580 -0.520 1.640  0.1798
H 1.681 -0.079 1.358  0.0896
H 1.872 -1.417 0.415  0.0876
H -0.740 -0.344 -2.093  0.1007
H 0.970 0.301 -2.032  0.1015
H -1.786 0.419 1.992  0.0985
H -1.299 1.354 -0.292  0.0439


(13)
ORCA calculation (ωB97M-V with the def2-TZVPD basis set) on an isolated molecule of C4H6N2 in a non-equilibrium geometry.

## Properties
Highest occupied orbital energy in eV: -7.854
Kohn-Sham gap in eV: 8.74
Energy above the lowest of the compared OMol25 structures with the same formula, charge and spin in kJ/mol: 268.9
Charge: 0
Structure (SMILES): Nc1ccc[nH]1

Last column: Löwdin charge in e.
Geometry (Å):
N 1.962 -0.190 0.201  0.0966
C 0.578 0.008 0.148  -0.4017
C -0.235 1.125 -0.026  -0.0539
C -1.572 0.683 -0.051  -0.1148
C -1.617 -0.715 0.130  -0.1526
N -0.232 -1.037 0.312  -0.0093
H 2.319 -0.668 -0.622  0.0902
H 2.453 0.683 0.315  0.0799
H 0.132 2.132 -0.164  0.0949
H -2.427 1.345 -0.183  0.0898
H -1.380 -1.418 -0.723  0.1330
H 0.018 -1.946 0.664  0.1479


(14)
ORCA calculation (ωB97M-V with the def2-TZVPD basis set) on a structure of composition C4H6N2.

## Properties
Highest occupied orbital energy in eV: -9.026
Kohn-Sham gap in eV: 10.07
Energy above the lowest of the compared OMol25 structures with the same formula, charge and spin in kJ/mol: 311.5
Charge: 0

Last column: Löwdin charge in e.
Geometry (Å):
N 0.696 1.678 0.165  0.0563
C -0.677 -0.496 -0.573  -0.1175
C 0.541 0.486 -0.597  -0.3030
C 0.719 -0.847 -0.024  -0.2246
N 0.160 -0.941 1.358  0.0876
C -1.012 -0.833 0.829  -0.1489
H 0.046 2.384 -0.174  0.0808
H -1.242 -0.734 -1.468  0.1143
H 0.921 0.544 -1.618  0.1398
H 1.361 -1.659 -0.343  0.1376
H 0.449 1.457 1.129  0.0714
H -1.962 -1.039 1.317  0.1061


(15)
ORCA calculation (ωB97M-V with the def2-TZVPD basis set) on a structure of composition C4H6N2.

## Properties
Highest occupied orbital energy in eV: -8.893
Kohn-Sham gap in eV: 10.00
Energy above the lowest of the compared OMol25 structures with the same formula, charge and spin in kJ/mol: 310.4
Charge: 0

Last column: Löwdin charge in e.
Geometry (Å):
N -0.710 0.502 1.434  0.0586
C 0.556 0.470 -0.828  -0.1344
C 0.453 0.198 0.687  -0.2952
C 0.550 -0.939 -0.264  -0.2270
N -0.779 -1.193 -0.898  0.0945
C -0.713 -0.026 -1.437  -0.1333
H -0.564 1.005 2.288  0.0696
H 1.343 1.072 -1.265  0.1158
H 1.401 0.415 1.186  0.1399
H 1.324 -1.696 -0.305  0.1304
H -1.396 -0.230 1.487  0.0756
H -1.465 0.422 -2.085  0.1054


(16)
ORCA calculation (ωB97M-V with the def2-TZVPD basis set) on an isolated molecule of C4H6N2 in a non-equilibrium geometry.

## Properties
Highest occupied orbital energy in eV: -9.789
Kohn-Sham gap in eV: 10.51
Energy above the lowest of the compared OMol25 structures with the same formula, charge and spin in kJ/mol: 523.7
Charge: 0
Structure (SMILES): N#CCN1CC1

Last column: Löwdin charge in e.
Geometry (Å):
N -1.828 1.459 -2.261  0.1258
C -0.893 1.538 -1.456  -0.2162
C 0.026 1.218 -0.428  -0.2571
N 0.674 -0.194 -0.445  -0.1136
C -0.137 -1.422 0.032  -0.1603
C 0.711 -0.731 1.099  -0.1467
H 0.879 1.931 0.164  0.1882
H -0.691 1.173 0.498  0.1204
H 0.295 -2.549 -0.224  0.1533
H -1.151 -1.293 0.015  0.0527
H 0.179 -0.271 1.991  0.1000
H 1.936 -0.858 1.015  0.1535


(17)
ORCA calculation (ωB97M-V with the def2-TZVPD basis set) on an isolated molecule of C4H6N2.

## Properties
Highest occupied orbital energy in eV: -7.772
Kohn-Sham gap in eV: 8.86
Energy above the lowest of the compared OMol25 structures with the same formula, charge and spin in kJ/mol: 38.3
Charge: 0
Structure (SMILES): Nc1ccc[nH]1

Last column: Löwdin charge in e.
Geometry (Å):
N -1.691 -0.218 -1.153  0.0787
C -0.578 -0.143 -0.290  -0.4048
C 0.374 -1.051 0.076  -0.0668
C 1.357 -0.350 0.836  -0.1136
C 0.958 0.952 0.923  -0.1458
N -0.231 1.081 0.229  0.0546
H -1.421 0.177 -2.048  0.0819
H -1.965 -1.177 -1.347  0.0803
H 0.384 -2.086 -0.229  0.0946
H 2.291 -0.761 1.191  0.0901
H 1.456 1.805 1.367  0.1023
H -0.934 1.771 0.442  0.1484


(18)
ORCA calculation (ωB97M-V with the def2-TZVPD basis set) on a cluster of 2 separate species, C4H6N2 in total in a non-equilibrium geometry.

## Properties
Highest occupied orbital energy (spin up / spin down) in eV: -8.236 / -8.226
Kohn-Sham gap (spin up / spin down) in eV: 7.26 / 7.49
Energy above the lowest of the compared OMol25 structures with the same formula, charge and spin in kJ/mol: 847.9
Charge: 0

Last column: Löwdin charge in e.
Geometry (Å):
C -1.097 -0.220 -0.070  -0.3933
C -1.875 -1.320 0.005  0.0344
C -0.064 0.562 -0.702  -0.1267
C 2.126 -0.084 0.182  0.1228
N -0.623 1.808 -0.524  0.0057
N -0.777 0.897 0.687  0.0508
H -2.540 -1.642 0.888  0.0805
H -1.959 -2.021 -0.827  0.0411
H 2.419 0.407 1.126  0.0226
H 2.684 0.017 -0.765  0.0123
H 1.537 -0.976 0.441  0.0028
H 0.170 2.572 -0.441  0.1470


(19)
ORCA calculation (ωB97M-V with the def2-TZVPD basis set) on an isolated molecule of C4H6N2.

## Properties
Highest occupied orbital energy in eV: -8.582
Kohn-Sham gap in eV: 9.53
Energy above the lowest of the compared OMol25 structures with the same formula, charge and spin in kJ/mol: 31.0
Charge: 0
Structure (SMILES): Cc1c[nH]cn1

Last column: Löwdin charge in e.
Geometry (Å):
C -1.881 -0.229 0.063  -0.0557
C -0.440 0.057 -0.219  -0.3574
C 0.429 1.045 0.172  -0.0644
N 1.689 0.483 0.065  0.0338
C 1.519 -0.782 -0.397  -0.2157
N 0.268 -1.057 -0.614  0.0783
H -2.331 0.429 0.808  0.0707
H -1.837 -1.235 0.488  0.0738
H -2.525 -0.300 -0.816  0.0704
H 0.320 2.070 0.504  0.1095
H 2.551 0.869 0.416  0.1428
H 2.310 -1.510 -0.478  0.1138